{"formula": "C4H10N2O", "method": "ωB97M-V/def2-TZVPD", "homo_energy_ev": -9.193, "de_lowest_kj_mol": 137.4, "smiles": "[H]/N=C/C.CNC=O", "species": ["H", "N", "C", "C", "H", "H", "H", "H", "C", "N", "C", "O", "H", "H", "H", "H", "H"], "positions_angstrom": [[0.4020, 2.2318, 0.2874], [0.8550, 1.3226, 0.3344], [1.9189, 1.1984, -0.3203], [2.6420, -0.1001, -0.3590], [2.3880, 2.0057, -0.8963], [3.6624, 0.0349, -0.0043], [2.1347, -0.8378, 0.2558], [2.6938, -0.4543, -1.3875], [-1.7371, -1.5197, 0.8519], [-1.4454, -0.2652, 0.2182], [-2.2729, 0.4052, -0.5840], [-2.0172, 1.4669, -1.1059], [-1.0264, -2.2873, 0.5344], [-2.7425, -1.8416, 0.5803], [-1.6807, -1.4241, 1.9389], [-0.5327, 0.1767, 0.3954], [-3.2419, -0.1119, -0.7394]]}